Run a
Here is a 2-piece molecular cluster, C5H14O overall from the Open Molecules 2025 dataset. Energies are from ωB97M-V/def2-TZVPD.

HOMO (spin up / spin down) (Eh): -0.53701 / -0.53690
Spin multiplicity: 2
Orbital gap (spin up / spin down) (eV): 11.1 / 4.9
Total charge: +1
⟨S²⟩: 0.75

Positions of all 20 atoms, in Å:
O -1.7239 0.9280 2.2541
C -1.1230 -0.8398 1.0127
C -1.0398 0.7164 1.0737
C 0.2689 1.4146 0.8776
C 1.6965 -1.7673 -2.2490
C 1.5907 -0.3096 -2.7210
H -2.1393 -1.2049 1.1927
H 1.8826 0.4242 -1.9403
H 1.0219 0.8803 1.4615
H 0.3493 2.4859 0.9524
H -0.6811 -1.2810 1.9183
H 0.5677 1.3697 -0.1595
H 0.7470 -2.0708 -1.7708
H 2.3873 -0.1443 -3.3872
H 2.3470 -1.7948 -1.3237
H -0.7337 -1.1932 0.0412
H 1.9068 -2.5455 -2.9978
H 0.6603 0.0684 -3.1707
H -1.2216 1.2742 3.0200
H -1.7708 0.9938 0.2522



Run b
Here is a 2-piece molecular cluster, C5H14O overall from the Open Molecules 2025 dataset. Energies are from ωB97M-V/def2-TZVPD.

HOMO (spin up / spin down) (Eh): -0.58253 / -0.58074
Spin multiplicity: 2
Orbital gap (spin up / spin down) (eV): 13.0 / 5.9
Total charge: +1
⟨S²⟩: 0.75

Positions of all 20 atoms, in Å:
O -0.2759 -2.1045 2.1212
C -2.0511 0.2896 -0.8085
C 1.5828 0.3413 0.3169
C -0.9695 0.3594 0.2541
C 0.2928 -0.3509 -0.1143
C 1.9345 0.9394 -1.0254
H -1.0106 1.5153 0.3437
H 2.1822 -0.5247 0.5106
H 2.4490 0.1505 -1.5648
H 0.3413 -1.2853 0.4537
H 1.5079 1.0459 1.0240
H -1.6541 0.4149 -1.8533
H -1.5165 -0.1658 1.1143
H -2.8264 1.0646 -0.4414
H -2.7205 -0.6003 -0.8406
H 2.5625 1.7499 -0.6808
H 1.0638 1.2815 -1.4478
H 0.4286 -0.5323 -1.2059
H -0.6126 -1.4157 2.5914
H -0.7081 -2.1729 1.2529



Order from most stable to least stable according to the calculation: run a, run b



Run a
Here is one molecule with the formula C3H3N2OP from the Open Molecules 2025 dataset. Energies are from ωB97M-V/def2-TZVPD.

HOMO (Eh): -0.40027
Orbital gap (eV): 10.0

Positions of all 10 atoms, in Å:
P -1.1917 -1.9457 1.3226
O -0.6292 -0.6745 0.1840
N -3.6825 -0.7454 2.2263
N -2.3359 -3.8001 -0.6274
C -1.1583 0.5823 0.2043
C -2.7442 -1.2409 1.8661
C -1.9088 -3.0245 0.1031
H -2.1583 0.7838 -0.2064
H -1.0229 0.9801 1.1685
H -0.4684 1.0975 -0.4547



Run b
Here is one molecule with the formula C3H3N2OP from the Open Molecules 2025 dataset. Energies are from ωB97M-V/def2-TZVPD.

HOMO (Eh): -0.44641
Orbital gap (eV): 11.9

Positions of all 10 atoms, in Å:
P 0.6477 0.0768 0.0608
O 1.9584 0.5383 -0.3882
N -0.9627 2.0670 1.6785
N 1.1603 -2.0562 2.0041
C -0.6899 -0.1784 -1.2435
C 0.8725 -1.3058 1.1522
C -0.2602 1.2098 1.2869
H -1.6826 0.0114 -0.8920
H -0.6338 -1.1206 -1.8747
H -0.4096 0.7575 -1.7841



Order from most stable to least stable according to the calculation: run b, run a



Run a
Here is a 5-piece molecular cluster, C4H16O4 overall from the Open Molecules 2025 dataset. Energies are from ωB97M-V/def2-TZVPD.

HOMO (Eh): -0.34868
Orbital gap (eV): 10.2

Positions of all 24 atoms, in Å:
O 1.7658 0.3243 -1.9682
O 3.1411 0.7038 0.3118
O 1.7428 -1.2935 1.5511
O 0.3698 -1.6268 -0.7499
C -2.0246 -0.2258 1.4043
C -1.8228 0.3722 0.0769
C -2.4612 -0.0117 -1.0307
C -0.7841 1.4992 0.0018
H -2.8689 -0.9590 1.4077
H 0.8803 -1.0279 -1.3313
H -2.7460 0.3798 2.0080
H 1.2561 -1.4501 0.7036
H 2.3991 0.0223 -2.6319
H 2.0966 -2.1563 1.7768
H -0.5612 -1.3748 -0.7996
H 3.0570 1.5365 0.7868
H 2.4107 0.6163 -1.2766
H -0.6868 1.9856 -0.9678
H 2.6324 0.0780 0.8689
H -1.1885 -0.6798 1.9419
H -3.3484 -0.6137 -1.2252
H 0.2048 1.1663 0.3103
H -1.1608 2.1773 0.7771
H -2.3031 0.5578 -1.9457



Run b
Here is a 4-piece molecular cluster, C4H16O4 overall from the Open Molecules 2025 dataset. Energies are from ωB97M-V/def2-TZVPD.

HOMO (Eh): -0.39445
Orbital gap (eV): 11.2

Positions of all 24 atoms, in Å:
O -0.7890 1.0355 3.0849
O -1.6264 -1.6817 3.0785
O -1.3549 -0.4737 0.2897
O 2.8954 1.7292 1.0548
C -1.7897 0.0992 -0.9223
C 0.7053 0.4670 -1.5893
C -0.6933 -0.1043 -2.0311
C 1.7590 -0.4460 -2.0738
H 0.7852 0.5335 -0.5096
H -0.9384 0.1151 -3.0953
H -0.8199 -1.3917 3.5835
H 2.7206 -0.1199 -1.7287
H 2.5567 1.9823 1.9425
H 1.5803 -1.4264 -1.5712
H -1.6127 -1.3889 2.1858
H -1.3180 0.5366 3.6021
H 1.9595 -0.8357 -3.0570
H -1.0587 -1.3681 0.1836
H -0.6746 -1.2561 -2.0397
H -1.9136 1.0546 -0.7107
H -1.3909 0.9107 2.2413
H 2.9112 0.8674 1.0480
H -2.7183 -0.4864 -1.1114
H 0.8251 1.6479 -1.8546



Order from most stable to least stable according to the calculation: run a, run b



Run a
Here is an isolated ion of composition C3H5N2O2 and charge +1 from the Open Molecules 2025 dataset. Energies are from ωB97M-V/def2-TZVPD.

HOMO (Eh): -0.52660
Orbital gap (eV): 8.1
Total charge: +1

Positions of all 12 atoms, in Å:
O 0.7058 1.8890 0.8093
O -1.2853 2.6433 0.2757
N 1.4941 0.7205 0.8502
N -0.5742 1.7223 0.2404
C -0.0635 -0.6495 -0.3548
C -1.2317 -1.2821 -0.6484
C 1.0873 -0.3930 0.1901
H -1.8044 -0.8269 -1.5471
H -0.7869 -2.0960 -1.1422
H 2.4808 1.0108 1.0078
H -1.9338 -1.5217 0.0768
H 1.9118 -1.2168 0.2420



Run b
Here is a 2-piece molecular cluster, C3H5N2O2 overall from the Open Molecules 2025 dataset. Energies are from ωB97M-V/def2-TZVPD.

HOMO (Eh): -0.55555
Orbital gap (eV): 9.7
Total charge: +1

Positions of all 12 atoms, in Å:
O -0.6899 1.4628 -1.6687
O 0.1703 -1.4682 -1.5007
N 0.1588 1.3782 0.5188
N 0.4905 -0.7733 0.8348
C 0.6826 0.4262 1.2644
C -0.2389 -0.7223 -0.4717
C -0.3070 0.7934 -0.7058
H 0.4253 -1.6297 1.3227
H -0.2560 -1.4494 -2.3485
H 0.3018 2.3682 0.3627
H -1.7449 -0.9255 0.0896
H 1.0073 0.5396 2.3023



Run c
Here is an isolated ion of composition C3H5N2O2 and charge +1 from the Open Molecules 2025 dataset. Energies are from ωB97M-V/def2-TZVPD.

HOMO (Eh): -0.56242
Orbital gap (eV): 10.1
Total charge: +1

Positions of all 12 atoms, in Å:
O 1.5521 -3.9327 2.9093
O -0.0242 -4.8467 1.7291
N 0.6833 -3.9519 2.0981
N -0.4981 -0.5931 0.0382
C -0.0608 -1.6548 0.8180
C 0.3964 -2.7369 1.4161
C 0.4105 0.5999 0.0505
H -1.4388 -0.3189 0.3648
H 1.3259 0.3684 0.5928
H -0.6037 -0.9437 -0.9279
H -0.0728 1.4434 0.5335
H 0.6784 0.8805 -0.9672



Order from most stable to least stable according to the calculation: run b, run c, run a



Run a
Here is one molecule with the formula C5H6S3 from the Open Molecules 2025 dataset. Energies are from ωB97M-V/def2-TZVPD.

HOMO (Eh): -0.32273
Orbital gap (eV): 6.8

Positions of all 14 atoms, in Å:
S -2.2041 -0.6395 0.5065
S 0.5236 -2.3274 -1.6225
S -0.0396 1.8976 -2.1041
C 0.7877 0.0429 -0.2320
C 0.8113 0.3509 1.2603
C 0.4599 -1.4179 -0.2561
C -0.3147 0.8270 -0.9137
C -1.7702 0.5268 -0.5016
H -2.5326 1.0285 -1.1885
H 1.6548 0.2708 -0.7401
H -0.1316 -0.0502 1.8206
H 0.7712 1.4503 1.4693
H 0.3930 -1.9179 0.7476
H 1.5912 -0.0418 1.7542



Run b
Here is one molecule with the formula C5H6S3 from the Open Molecules 2025 dataset. Energies are from ωB97M-V/def2-TZVPD.

HOMO (Eh): -0.30384
Orbital gap (eV): 7.2

Positions of all 14 atoms, in Å:
S 1.5682 -0.9063 -1.7405
S -1.5663 -2.0124 0.3742
S 3.1496 -0.0926 0.6700
C -1.7384 0.5746 -0.4678
C -0.4435 0.9568 -0.0513
C -2.3049 -0.6772 -0.1643
C 1.8287 -0.3428 -0.2407
C 0.4031 0.3078 0.7970
H 4.3040 -0.4638 0.0541
H -2.2570 1.2989 -1.1542
H -0.0434 -0.5313 1.2407
H -0.2202 1.8312 -0.5433
H 0.6883 0.8491 1.6716
H -3.3683 -0.7923 -0.4456



Order from most stable to least stable according to the calculation: run a, run b



Run a
Here is a 2-piece molecular cluster, C2H10N4O overall from the Open Molecules 2025 dataset. Energies are from ωB97M-V/def2-TZVPD.

HOMO (spin up / spin down) (Eh): -0.27865 / -0.27871
Orbital gap (spin up / spin down) (eV): 8.4 / 8.4

Positions of all 17 atoms, in Å:
O 0.7582 -0.5308 1.3560
N 1.8896 0.1645 0.8255
N -1.9939 0.9949 0.6390
N -0.5757 -0.8440 0.0700
N -0.2019 1.3507 -0.8253
C 0.2696 -1.5389 -0.9121
C -1.0201 0.4391 -0.2100
H 2.6906 -0.4664 0.8772
H -0.2795 2.3141 -0.5373
H -1.5532 1.5522 1.3632
H 1.1793 -0.9793 -1.1348
H 0.7707 1.0683 -0.9277
H -1.7051 -0.5222 -0.8221
H -2.5621 0.2732 1.0654
H -0.2904 -1.7074 -1.8344
H 0.5349 -2.4942 -0.4682
H 2.0889 0.9262 1.4756



Run b
Here is a 2-piece molecular cluster, C2H10N4O overall from the Open Molecules 2025 dataset. Energies are from ωB97M-V/def2-TZVPD.

HOMO (Eh): -0.34681
Orbital gap (eV): 10.2

Positions of all 17 atoms, in Å:
O -2.2953 -1.5894 0.6915
N 1.0920 0.8052 -0.8829
N -0.4361 -2.9036 1.0939
N 0.1679 3.0118 0.0929
N -0.5854 -1.5381 -0.8413
C 0.3076 1.5325 0.1583
C -1.1786 -1.9669 0.3792
H 0.5781 -2.9648 0.9659
H 0.7762 1.0667 -1.7733
H -0.8773 -0.5903 -0.9986
H 1.0892 3.4013 0.1110
H 2.0443 1.0059 -0.7345
H -0.7027 1.1129 0.1488
H -0.3959 3.2133 -0.7048
H 0.7609 1.2653 1.0903
H -0.7983 -3.2810 1.9569
H 0.4532 -1.5809 -0.7535



Order from most stable to least stable according to the calculation: run b, run a